Density functional theory data (ωB97M-V/def2-TZVPD) for an isolated ion of composition C3H5N2O2 and charge -1.

- SMILES = N/C([O-])=C/CN=O
- relative energy (zero: lowest compared OMol25 entry of this formula, charge and spin) (kJ/mol) = 167.3
- net charge = -1
- HOMO energy (alpha / beta) (eV) = -2.79 / -2.79
- largest force on an atom (eV Å⁻¹) = 3.18
- spin multiplicity = 1

Atoms and positions in Å:
1 N -1.931677 0.140869 0.701395
2 C -0.746693 -0.661373 0.246060
3 O -1.103802 -1.625031 -0.506150
4 C 0.478661 -0.274023 0.749032
5 C 1.814646 -0.699793 0.308879
6 N 2.928185 0.230375 0.311842
7 O 4.039415 -0.180026 -0.110812
8 H -1.902074 0.247434 1.733759
9 H -2.686324 -0.556659 0.483345
10 H 0.468074 0.688683 1.255693
11 H 2.379938 -1.240577 1.179449
12 H 1.679792 -1.339557 -0.520754

Force components x, y, z for each atom (eV/Å):
0.0 -1.4 0.4
-1.4 -0.7 -0.4
1.0 0.7 0.4
0.0 1.8 0.1
0.4 -1.1 2.3
2.5 0.3 -1.1
-3.0 0.7 0.6
0.0 0.0 -0.9
0.7 1.1 0.4
-0.1 -0.1 0.3
-0.9 -0.2 -0.9
0.7 -1.0 -1.1

Atom charges from the natural (NBO) analysis, given in e for atoms 1 to 5: number 1, N, carries -0.900; number 2, C, carries 0.571; number 3, O, carries -0.800; number 4, C, carries -0.599; number 5, C, carries -0.315



Density functional theory data (ωB97M-V/def2-TZVPD) for a 7-piece molecular cluster, C23H65N5O8 overall.

- SMILES = COC[C@H](C)N.COC[C@H](C)N.COC[C@H](C)N.COC[C@H](C)N.COC[C@H](C)N.OCCO.CO
- relative energy (zero: lowest compared OMol25 entry of this formula, charge and spin) (kJ/mol) = 146.7
- net charge = 0
- HOMO energy (eV) = -9.21
- largest force on an atom (eV Å⁻¹) = 3.50
- spin multiplicity = 1

Atoms and positions in Å:
1 C 11.867390 30.715440 -5.378350
2 O 11.267630 29.616450 -4.623190
3 C 10.175010 28.992730 -5.207720
4 C 9.999670 27.592250 -4.492540
5 C 11.104860 26.680330 -4.862000
6 N 8.749560 26.908020 -4.780400
7 H 12.548170 30.602150 -6.222040
8 H 12.566100 31.241090 -4.727510
9 H 11.201320 31.486040 -5.766470
10 H 9.386150 29.698170 -4.946660
11 H 10.176850 29.029670 -6.297090
12 H 10.012630 27.773120 -3.417730
13 H 11.835890 26.737730 -4.055520
14 H 11.518860 26.914340 -5.842790
15 H 10.792690 25.647890 -5.019160
16 H 8.843270 26.034350 -4.282380
17 H 8.914370 26.604540 -5.729530
18 C -7.964610 23.080940 -12.605690
19 O -7.449780 23.692880 -11.482400
20 C -8.386450 23.967620 -10.436120
21 C -7.723990 24.833220 -9.336160
22 C -6.666140 24.090090 -8.458870
23 N -8.694510 25.549210 -8.524000
24 H -7.130460 22.677170 -13.179510
25 H -8.534360 23.736510 -13.264260
26 H -8.599190 22.242830 -12.317640
27 H -9.335460 24.408240 -10.741610
28 H -8.627740 22.970520 -10.067800
29 H -7.196100 25.635340 -9.851950
30 H -7.045780 23.246180 -7.882860
31 H -6.186500 24.702970 -7.695710
32 H -5.932970 23.721930 -9.176520
33 H -9.477260 25.915710 -9.046570
34 H -8.256560 26.421010 -8.262710
35 C -0.639160 31.293050 -16.277160
36 O -1.762170 30.504810 -16.141170
37 C -1.660270 29.651600 -14.990340
38 C -2.864470 28.596490 -14.873620
39 C -4.272940 29.137090 -14.915580
40 N -2.603500 27.774060 -13.784130
41 H 0.261000 30.919470 -15.789040
42 H -0.942180 32.140430 -15.662150
43 H -0.353410 31.669330 -17.259430
44 H -0.743930 29.072740 -14.874840
45 H -1.806510 30.351380 -14.167520
46 H -2.847750 27.913310 -15.722780
47 H -4.375950 30.083380 -14.384500
48 H -5.018360 28.526780 -14.405720
49 H -4.426910 29.364890 -15.970330
50 H -3.251780 27.011230 -13.918040
51 H -1.709530 27.362480 -14.011120
52 C 2.148390 19.729090 5.249590
53 O 2.904190 20.825810 4.721580
54 C 2.148970 21.562950 3.716470
55 C 2.507440 23.143140 3.561750
56 C 2.142670 24.012950 4.817240
57 N 1.894970 23.748690 2.433920
58 H 1.724390 19.092740 4.472820
59 H 1.298030 20.042210 5.855350
60 H 2.741260 19.181950 5.982560
61 H 2.371470 21.124970 2.743450
62 H 1.086730 21.319140 3.733540
63 H 3.583640 23.240990 3.419200
64 H 2.840400 23.787060 5.623610
65 H 1.121750 23.871180 5.171840
66 H 2.220380 25.081430 4.616210
67 H 2.408520 24.613830 2.345030
68 H 2.187390 23.266630 1.595950
69 C -1.910710 17.779110 -1.628690
70 O -1.516930 17.554590 -2.985320
71 C -1.094240 18.802550 -3.689260
72 C -0.285210 18.431060 -4.951070
73 C 0.319050 19.616360 -5.644620
74 N -1.086780 17.585420 -5.816350
75 H -1.788290 16.838630 -1.091470
76 H -2.944050 18.088950 -1.472750
77 H -1.060960 18.267200 -1.151430
78 H -1.904170 19.466270 -3.991900
79 H -0.371060 19.196510 -2.975200
80 H 0.481900 17.726450 -4.629920
81 H 1.077130 20.166340 -5.086990
82 H -0.505800 20.283430 -5.895040
83 H 0.731130 19.146520 -6.537680
84 H -2.048070 17.891220 -5.866580
85 H -0.972640 16.732100 -5.288240
86 O 1.111390 27.707740 -7.867380
87 C 0.471570 28.708680 -7.140710
88 C 1.579760 29.373250 -6.393630
89 O 1.897990 28.571190 -5.292700
90 H 0.486340 27.380720 -8.518510
91 H 0.072910 29.428660 -7.855420
92 H -0.188900 28.321150 -6.365030
93 H 1.190830 30.356580 -6.129280
94 H 2.471260 29.542200 -6.997610
95 H 2.485850 27.860000 -5.557680
96 C 5.153820 29.865430 0.894800
97 O 3.805060 29.968310 0.538810
98 H 5.927480 30.155790 0.184000
99 H 5.304780 30.309130 1.878890
100 H 5.274090 28.794990 1.061510
101 H 3.780970 29.821590 -0.409610

Force components x, y, z for each atom (eV/Å):
0.3 0.5 0.9
3.0 1.3 -1.2
-1.7 0.2 1.0
-0.5 1.4 -0.4
1.7 -0.5 -0.2
-0.5 0.6 -0.5
-0.2 -1.7 -0.4
-0.4 -0.1 0.7
-0.9 -0.2 0.4
-1.1 -0.5 0.0
0.4 -0.8 -0.3
0.1 0.3 0.0
0.6 -0.3 -0.5
0.5 0.4 0.1
-0.2 -0.1 0.6
-0.4 -0.2 0.3
-0.7 -0.1 -0.6
-0.2 -0.8 -0.4
0.4 1.6 0.9
0.8 -1.0 0.6
0.7 0.2 -0.2
-0.6 -0.1 -0.8
-0.7 0.2 0.8
0.0 0.1 0.0
-0.2 0.3 0.1
-0.2 -0.2 -0.1
0.1 0.4 -0.5
-0.4 -0.1 0.6
0.6 -0.4 -0.6
-0.5 -0.1 -0.3
0.0 0.5 -0.4
0.3 -0.1 0.3
-0.3 -0.5 -0.5
0.3 0.0 0.6
0.5 2.0 1.5
-0.3 -3.1 -0.9
-2.8 0.1 0.0
0.6 1.6 -2.7
0.4 1.5 0.3
0.5 -1.2 2.2
0.1 -0.5 -0.1
0.8 1.0 -0.1
-0.6 -0.5 -0.3
0.4 0.3 -0.4
0.4 -0.3 0.7
0.5 0.5 -1.0
0.3 0.3 0.1
0.1 -0.6 -0.6
-0.8 -0.2 0.1
-0.2 -0.4 0.7
0.4 -0.4 0.6
-0.1 0.6 0.3
-1.1 0.6 -0.3
0.8 0.7 -0.7
0.0 -1.3 2.8
0.3 -0.8 -0.3
-0.7 0.2 -1.3
0.4 -0.2 -0.2
-0.3 0.6 -0.1
0.5 -0.1 -0.6
0.6 -0.1 -0.3
-0.3 0.7 0.9
0.4 -0.6 0.5
-0.1 -0.1 0.1
0.0 -0.3 -0.1
0.2 0.0 -0.3
-0.4 0.6 -0.1
-0.2 -0.4 -0.3
1.5 -1.3 -0.3
-0.6 1.3 -1.0
1.3 -1.9 0.8
-0.6 -0.5 1.6
-0.4 -0.3 -0.3
0.8 -0.1 -0.4
-0.5 -0.6 -0.4
0.3 0.7 -0.1
-0.6 1.3 0.3
-0.3 0.0 0.5
-0.3 1.0 0.0
0.5 0.4 0.3
-0.1 -0.2 0.1
0.2 0.3 -0.3
0.2 0.7 -0.2
-0.2 -0.2 0.2
-1.2 -0.6 -0.6
-0.1 -1.4 -0.8
1.0 0.9 -0.4
-0.2 0.4 -0.1
0.3 0.2 1.2
0.1 -0.3 -0.1
-0.8 0.1 0.2
-0.6 0.1 -0.3
0.3 0.0 0.9
-0.1 0.0 -0.4
0.0 0.0 -0.2
0.4 -1.7 1.2
-0.4 1.0 -0.9
-0.4 0.5 -0.2
0.0 0.4 -0.2
0.8 -0.3 0.1
-0.4 0.0 -0.1

Atom charges from the Löwdin analysis, given in e for atoms 1 to 5: number 1, C, carries -0.090; number 2, O, carries -0.183; number 3, C, carries -0.215; number 4, C, carries -0.436; number 5, C, carries -0.083



Density functional theory data (ωB97M-V/def2-TZVPD) for a 2-piece molecular cluster, C5H14NO overall.

- relative energy (zero: lowest compared OMol25 entry of this formula, charge and spin) (kJ/mol) = 136.3
- net charge = +1
- HOMO energy (eV) = -14.69
- largest force on an atom (eV Å⁻¹) = 0.46
- spin multiplicity = 1

Atoms and positions in Å:
1 C 0.504527 -1.705047 -0.047262
2 O 1.224578 -0.733145 -0.858643
3 C -0.131795 -1.065266 1.172891
4 C -0.703498 -2.126579 2.095570
5 H -0.238313 -2.152618 -0.707136
6 H 1.196711 -2.490295 0.250351
7 H 2.161547 -0.811440 -0.653621
8 H 0.631753 -0.467629 1.682555
9 H -0.903416 -0.367783 0.844197
10 H 0.085306 -2.743559 2.513867
11 H -1.284336 -1.707988 2.911736
12 H -1.392108 -2.780581 1.560866
13 C -0.342724 2.625456 -0.214394
14 C 0.007461 1.811435 -2.478148
15 N 0.093796 1.655317 -1.229588
16 H 0.277370 2.492104 0.662951
17 H -1.391476 2.445374 0.015073
18 H -0.229984 3.635387 -0.598331
19 H -0.389833 2.733003 -2.891930
20 H 0.336077 1.016857 -3.135368
21 H 0.488357 0.736998 -0.895635

Force components x, y, z for each atom (eV/Å):
0.0 0.0 -0.1
-0.1 -0.1 0.2
0.3 0.1 -0.2
-0.3 -0.1 0.0
0.0 0.0 0.1
0.1 -0.1 0.0
0.0 0.1 -0.1
0.0 -0.1 0.1
-0.2 0.0 0.0
0.1 -0.1 0.1
0.1 0.2 0.1
0.0 -0.1 -0.1
0.0 0.0 -0.3
0.0 0.2 -0.3
-0.2 -0.1 0.4
0.0 0.0 0.1
0.1 -0.1 0.1
0.0 0.0 0.0
0.0 0.0 0.0
0.0 -0.1 0.0
0.1 0.0 -0.2

Atom charges from the natural (NBO) analysis, given in e for atoms 1 to 5: number 1, C, carries -0.065; number 2, O, carries -0.764; number 3, C, carries -0.426; number 4, C, carries -0.612; number 5, H, carries 0.191



Density functional theory data (ωB97M-V/def2-TZVPD) for C8H11N3O as an isolated structure.

- relative energy (zero: lowest compared OMol25 entry of this formula, charge and spin) (kJ/mol) = 237.6
- net charge = +2
- HOMO energy (eV) = -17.12
- largest force on an atom (eV Å⁻¹) = 5.10
- spin multiplicity = 1

Atoms and positions in Å:
1 C -3.214428 -0.923576 0.044352
2 C -2.916994 0.385352 0.412332
3 C -2.196937 -1.846554 -0.190587
4 C -1.580664 0.926815 0.544369
5 C -0.887089 -1.341973 -0.029257
6 C -0.726325 -0.014923 0.231262
7 C 1.482038 -1.445793 0.070417
8 C 1.551559 0.621146 -1.291543
9 N 0.319185 -2.088998 0.001579
10 N 1.223244 0.094345 0.029485
11 N 2.058734 0.648441 1.004548
12 O 2.623871 -1.715656 0.323468
13 H -4.317580 -1.290919 0.049562
14 H -3.762749 1.130055 0.595829
15 H -2.541072 -2.906513 -0.432095
16 H -1.320664 1.976020 0.857220
17 H 0.817663 0.553840 -1.935174
18 H 1.676408 1.647002 -1.084424
19 H 2.436939 0.229302 -1.599508
20 H 0.461661 -3.082680 0.116587
21 H 3.027860 0.268625 0.846273
22 H 1.962312 0.353384 1.911877
23 H 1.992453 1.716618 1.215550

Force components x, y, z for each atom (eV/Å):
-1.5 -0.1 0.5
-1.0 2.0 0.4
0.0 -0.6 0.1
-1.7 2.0 0.3
-0.3 -2.1 -0.4
3.0 -0.9 -0.2
0.7 1.1 1.3
1.6 2.0 3.8
1.3 0.0 -0.5
-4.3 -1.6 0.3
2.1 3.0 -0.7
-0.8 -0.6 -0.5
2.2 0.9 -0.2
1.3 -1.2 -0.2
1.3 1.4 0.4
-0.7 -1.2 -0.5
-3.9 -0.9 -3.2
0.3 1.6 -0.4
2.6 -1.3 -1.1
-0.9 -0.4 -0.2
-0.1 0.7 -0.5
-1.5 -2.1 3.2
0.3 -1.6 -1.6

Atom charges from the natural (NBO) analysis, given in e for atoms 1 to 5: number 1, C, carries -0.167; number 2, C, carries -0.146; number 3, C, carries -0.188; number 4, C, carries -0.290; number 5, C, carries 0.093